(1)
# C19H19F3N3O6RbS

C19H19F3N3O6RbS as an isolated structure (the ωB97M-V functional and the def2-TZVPD basis, the OMol25 dataset).

Computed properties:
E_HOMO: -0.35 eV
charge: -2
orbital gap: 4.5 eV
ΔE to the lowest compared entry with this formula, charge and spin: 0.00 kcal/mol
molar mass: 559.9 g/mol

The geometry in XYZ format:
```
52
Properties=species:S:1:pos:R:3:forces:R:3:nbo_charge:R:1
Rb -0.332895 0.231154 -0.704014 0.208 0.257 0.164 0.935
C 4.020026 -2.150405 0.501249 -0.038 0.018 -0.017 -0.680
C 3.016683 -0.983096 0.539836 0.139 -0.066 0.041 0.462
O 1.951191 -1.176423 -0.102726 -0.027 0.087 -0.061 -0.787
C 3.429185 0.138551 1.253123 0.078 -0.121 0.017 -0.537
C 2.790611 1.416593 1.446069 -0.119 0.255 0.015 0.232
C 3.574373 2.417448 2.281350 0.008 -0.041 -0.016 -0.667
N 1.631024 1.747207 0.969985 0.084 -0.378 -0.120 -0.380
N 1.252971 3.051387 1.266654 -0.120 0.347 0.101 -0.515
C -0.032281 3.277756 1.087505 0.349 -0.481 0.042 0.518
O -0.939643 2.473095 0.731550 -0.218 0.289 -0.020 -0.816
C -0.435329 4.698879 1.403394 -0.113 0.087 0.005 0.005
C -1.780530 5.046705 1.305009 0.038 -0.002 0.004 -0.221
C -2.208267 6.333290 1.606998 -0.020 0.004 -0.006 -0.240
C -1.295210 7.296933 2.011554 0.010 0.035 0.008 -0.258
C 0.052439 6.960266 2.108247 -0.025 -0.010 -0.007 -0.248
C 0.476821 5.674999 1.807494 -0.007 0.004 -0.004 -0.208
H 3.462320 -3.087183 0.445302 0.001 -0.001 0.028 0.199
H 4.687988 -2.169613 1.364837 0.020 0.024 -0.003 0.185
H 4.630228 -2.073150 -0.404004 -0.017 -0.021 -0.016 0.194
H 4.395234 0.042080 1.737528 -0.001 -0.004 -0.001 0.165
H 4.526400 1.995721 2.608656 -0.011 -0.018 -0.004 0.179
H 2.988701 2.722151 3.150534 0.012 0.016 0.008 0.216
H 3.755298 3.326196 1.704242 -0.002 0.011 0.007 0.215
H -2.467200 4.271719 0.988348 0.004 -0.001 0.002 0.239
H -3.260758 6.585342 1.527518 0.003 0.001 -0.002 0.188
H -1.627915 8.301582 2.250484 0.005 0.001 -0.004 0.184
H 0.772873 7.708202 2.422845 0.010 -0.002 0.001 0.186
H 1.516984 5.386654 1.880105 0.008 0.002 0.003 0.234
O -1.524007 -1.574700 2.411003 0.179 -0.131 0.061 -0.704
C -1.447569 -2.974607 2.424698 -0.048 0.018 0.014 -0.083
C -1.249700 -3.553609 1.040528 0.012 0.154 0.010 0.191
C -1.595450 -4.860703 0.725324 -0.008 -0.078 -0.024 -0.273
C -1.339031 -5.320032 -0.556393 0.009 0.054 0.058 -0.176
C -0.735651 -4.463236 -1.462331 0.009 -0.036 -0.075 -0.273
C -0.418294 -3.176578 -1.053357 -0.004 -0.035 0.048 0.084
N -0.684101 -2.726862 0.169846 -0.046 -0.174 -0.014 -0.437
H -0.815653 -1.286010 1.811956 -0.134 0.102 0.088 0.495
H -2.371134 -3.356382 2.866388 -0.004 0.000 -0.014 0.168
H -0.611580 -3.315140 3.054967 -0.024 -0.033 0.012 0.162
H -2.067112 -5.494063 1.467919 0.001 0.004 -0.003 0.198
H -1.613419 -6.327878 -0.845075 0.002 -0.003 -0.004 0.197
H -0.525433 -4.770611 -2.477671 0.001 0.004 0.001 0.214
H 0.056899 -2.484014 -1.734360 0.011 0.012 -0.008 0.231
F -3.908265 1.429495 -3.764494 -0.007 -0.028 0.018 -0.333
C -2.668026 0.948663 -3.944414 0.046 -0.116 -0.045 0.674
F -2.417667 1.002242 -5.267917 0.022 -0.032 0.026 -0.341
F -1.810800 1.784080 -3.340496 -0.096 0.136 -0.040 -0.326
S -2.446848 -0.751276 -3.250936 0.084 0.278 0.102 2.355
O -3.253951 -1.602819 -4.089036 -0.054 0.003 -0.045 -0.985
O -1.010767 -0.906356 -3.358092 0.257 -0.264 -0.421 -1.019
O -2.878836 -0.568283 -1.884459 -0.468 -0.128 0.090 -1.001
```
Positions in Å, forces in eV/Å.

=====

(2)
# C19H19IN7PdS

C19H19IN7PdS as an isolated structure (the ωB97M-V functional and the def2-TZVPD basis, the OMol25 dataset).

Computed properties:
E_HOMO (spin up / spin down): -16.29 / -16.29 eV
charge: +3
orbital gap (spin up / spin down): 8.0 / 5.6 eV
expectation value of S²: 2.01
ΔE to the lowest compared entry with this formula, charge and spin: 0.00 kcal/mol
spin multiplicity: 3
molar mass: 610.8 g/mol

The geometry in XYZ format:
```
48
Properties=species:S:1:pos:R:3:forces:R:3:nbo_charge:R:1
Pd 0.361378 -0.313114 0.144345 -0.630 0.694 0.357 1.112
S -1.368099 5.466900 4.782874 -0.085 0.120 0.144 1.074
N -0.111865 4.474082 4.801988 0.251 0.052 0.187 -0.572
C -0.261595 3.633230 3.797520 -0.584 0.112 -0.317 0.106
C 0.633998 2.561376 3.448548 0.072 -0.312 -0.260 -0.067
C 1.810189 2.270063 4.151727 -0.075 0.012 -0.026 -0.067
C 2.588715 1.209276 3.748853 -0.030 -0.006 -0.005 -0.218
C 2.170260 0.442645 2.663612 0.078 -0.021 0.137 0.073
N 1.064807 0.719801 1.986192 -0.274 -0.520 -0.498 -0.512
C 0.292364 1.767388 2.344699 0.259 0.144 0.373 0.226
C -0.897753 2.039947 1.555407 -0.317 0.220 -0.018 0.131
N -1.121002 1.275286 0.468419 0.251 -0.349 -0.104 -0.499
C -2.208689 1.465923 -0.267249 -0.077 0.110 -0.008 0.048
C -3.146858 2.447816 0.032787 0.001 -0.021 -0.025 -0.229
C -2.931114 3.262550 1.123412 0.052 -0.019 0.024 -0.087
C -1.788119 3.067263 1.905890 0.070 -0.264 -0.250 0.020
C -1.455719 3.869462 3.052986 0.543 -0.083 0.352 0.071
N -2.162377 4.879868 3.521198 -0.227 0.153 -0.097 -0.573
H 2.074563 2.883749 5.003492 0.041 -0.011 0.000 0.271
H 3.503001 0.951776 4.264081 -0.007 -0.006 0.005 0.266
H 2.736258 -0.424292 2.348702 0.005 0.016 -0.029 0.219
H -2.334810 0.818266 -1.126542 -0.010 -0.018 0.014 0.203
H -4.022477 2.562238 -0.590292 0.006 0.014 0.001 0.260
H -3.624636 4.050839 1.387290 -0.004 -0.003 0.010 0.271
N 0.204594 -0.892608 -6.007229 -0.035 -0.018 0.036 -0.666
C 0.845130 -0.238709 -4.815650 0.040 0.155 0.499 -0.242
C 0.057669 -0.481971 -3.514447 0.008 -0.048 -0.186 -0.241
N 0.691870 0.166738 -2.358242 -0.017 -0.170 -0.019 -0.856
H 0.770779 -0.748731 -6.848193 0.014 -0.001 -0.068 0.468
H -0.725289 -0.511554 -6.199285 -0.035 0.023 -0.040 0.453
H 0.101661 -1.902094 -5.878380 0.011 -0.057 -0.042 0.451
H 0.913485 0.827836 -5.024800 0.015 -0.021 -0.114 0.243
H 1.852704 -0.641959 -4.722853 0.007 -0.016 -0.140 0.238
H -0.011454 -1.554243 -3.316135 -0.027 0.019 -0.003 0.213
H -0.955157 -0.088752 -3.615125 -0.027 -0.055 0.039 0.218
H 0.637154 1.177188 -2.449738 -0.011 0.043 0.043 0.398
H 1.679834 -0.069601 -2.333657 0.063 0.029 -0.029 0.387
I 1.845022 -2.653938 -0.063072 -0.196 -0.325 0.146 0.292
C -0.161794 -3.172008 0.430184 0.290 -0.026 -0.098 0.099
C -0.564989 -4.471948 0.619028 0.022 -0.014 0.021 -0.254
C -1.907742 -4.669732 0.930933 0.006 0.007 0.004 -0.089
C -2.756739 -3.578036 1.033336 0.111 -0.008 -0.006 -0.215
C -2.242902 -2.308222 0.828098 -0.220 0.161 0.093 0.062
N -0.956483 -2.110375 0.527050 0.695 0.261 -0.099 -0.522
H 0.128525 -5.297245 0.541017 -0.010 0.002 -0.011 0.269
H -2.275920 -5.674198 1.095157 -0.014 0.011 0.007 0.268
H -3.800556 -3.706191 1.281384 -0.009 0.038 -0.007 0.269
H -2.861374 -1.424099 0.913905 0.014 -0.002 0.003 0.230
```
Positions in Å, forces in eV/Å.